Record 1
{"formula": "C52H68N2P2ReSSb", "method": "the ωB97M-V functional and the def2-TZVPD basis", "elements": ["Re", "C", "S", "C", "C", "C", "N", "P", "C", "C", "C", "C", "C", "C", "C", "C", "C", "C", "C", "C", "P", "C", "C", "C", "C", "C", "C", "C", "C", "C", "C", "C", "C", "H", "H", "H", "H", "H", "H", "H", "H", "H", "H", "H", "H", "H", "H", "H", "H", "H", "H", "H", "H", "H", "H", "H", "H", "H", "H", "H", "H", "H", "C", "C", "C", "C", "C", "C", "C", "C", "N", "C", "C", "C", "C", "C", "C", "C", "C", "C", "C", "H", "H", "H", "H", "H", "H", "H", "H", "H", "H", "H", "H", "H", "H", "H", "H", "H", "H", "H", "H", "H", "H", "H", "H", "C", "C", "Sb", "C", "C", "C", "C", "H", "H", "H", "H", "H", "H", "H", "H", "H", "H", "H", "H", "H", "H", "H"], "coordinates": [[-0.468, 0.271, -0.202], [5.604, -3.869, 4.253], [4.893, -4.158, 2.628], [3.148, -4.491, 3.067], [2.191, -3.950, 2.016], [2.316, -2.430, 1.882], [1.302, -1.853, 1.009], [1.599, -0.970, -0.436], [1.835, -2.286, -1.652], [2.921, -3.150, -1.513], [3.044, -4.229, -2.370], [2.090, -4.454, -3.352], [1.020, -3.585, -3.500], [0.894, -2.502, -2.648], [3.183, -0.121, -0.285], [4.114, -0.202, -1.320], [5.355, 0.388, -1.169], [5.659, 1.083, -0.010], [4.711, 1.216, 0.997], [3.471, 0.622, 0.859], [-0.327, -1.495, 1.467], [-0.082, -0.993, 3.195], [-0.257, -1.828, 4.295], [0.105, -1.378, 5.555], [0.659, -0.118, 5.722], [0.841, 0.715, 4.627], [0.466, 0.277, 3.373], [-1.337, -2.994, 1.442], [-1.132, -4.005, 0.505], [-2.055, -5.030, 0.398], [-3.189, -5.040, 1.202], [-3.412, -4.014, 2.109], [-2.498, -2.982, 2.219], [6.682, -3.844, 4.135], [5.326, -4.672, 4.929], [5.253, -2.914, 4.635], [2.957, -4.039, 4.038], [3.042, -5.573, 3.145], [1.170, -4.200, 2.313], [2.385, -4.421, 1.052], [3.297, -2.173, 1.471], [2.243, -1.979, 2.880], [3.670, -2.973, -0.756], [3.892, -4.889, -2.275], [2.183, -5.310, -4.001], [0.293, -3.751, -4.280], [0.076, -1.798, -2.731], [3.871, -0.743, -2.223], [6.089, 0.295, -1.955], [6.636, 1.523, 0.112], [4.945, 1.775, 1.889], [2.727, 0.714, 1.640], [-0.668, -2.819, 4.169], [-0.041, -2.015, 6.414], [0.949, 0.221, 6.704], [1.272, 1.697, 4.755], [0.608, 0.908, 2.498], [-0.249, -3.984, -0.120], [-1.906, -5.815, -0.326], [-3.904, -5.844, 1.116], [-4.309, -4.006, 2.710], [-2.671, -2.174, 2.919], [2.453, 1.354, -4.634], [1.965, 2.286, -3.574], [2.436, 3.599, -3.504], [1.967, 4.483, -2.532], [2.420, 5.905, -2.495], [1.042, 4.034, -1.604], [0.562, 2.708, -1.612], [1.044, 1.858, -2.639], [-0.309, 2.157, -0.709], [-1.126, 2.976, 0.197], [-0.260, 3.598, 1.316], [-1.135, 4.409, 2.271], [-1.846, 5.510, 1.483], [-2.759, 4.873, 0.438], [-3.779, 3.974, 1.126], [-3.038, 2.866, 1.869], [-2.144, 3.481, 2.942], [-2.183, 2.068, 0.875], [-1.925, 4.061, -0.554], [2.950, 1.892, -5.436], [1.631, 0.779, -5.053], [3.168, 0.650, -4.211], [3.173, 3.944, -4.214], [3.407, 6.019, -2.934], [2.437, 6.296, -1.480], [1.731, 6.526, -3.070], [0.724, 4.741, -0.859], [0.657, 0.843, -2.708], [0.517, 4.237, 0.905], [0.245, 2.791, 1.857], [-0.489, 4.863, 3.028], [-1.114, 6.161, 1.000], [-2.431, 6.133, 2.157], [-3.277, 5.658, -0.119], [-4.473, 3.558, 0.392], [-4.362, 4.553, 1.841], [-3.756, 2.182, 2.333], [-1.615, 2.699, 3.493], [-2.757, 4.031, 3.653], [-2.861, 1.656, 0.109], [-1.732, 1.252, 1.481], [-1.269, 4.729, -1.103], [-2.583, 3.579, -1.283], [-4.829, -2.272, -0.759], [-4.332, -0.839, -0.734], [-2.480, -0.516, -1.872], [-2.826, 1.219, -3.162], [-4.257, 1.721, -3.139], [-2.527, -2.077, -3.405], [-3.706, -1.927, -4.346], [-5.706, -2.351, -0.119], [-4.089, -2.972, -0.377], [-5.119, -2.580, -1.759], [-4.125, -0.534, 0.294], [-5.080, -0.165, -1.154], [-2.553, 0.882, -4.162], [-2.128, 2.004, -2.871], [-4.957, 0.937, -3.423], [-4.356, 2.524, -3.868], [-4.541, 2.117, -2.163], [-2.555, -3.026, -2.872], [-1.603, -2.019, -3.975], [-4.639, -1.764, -3.815], [-3.813, -2.850, -4.913], [-3.561, -1.120, -5.061]], "homo_ev": [-14.03, -14.02], "homo_lumo_gap_ev": [4.04, 3.50], "lumo_ev": [-9.981, -10.525], "fmax_ev_per_a": 2.20, "total_charge": 3, "multiplicity": 2, "s_squared": 1.24}

***

Record 2
{"formula": "C23H40F2NO6Si", "method": "the ωB97M-V functional and the def2-TZVPD basis", "elements": ["C", "C", "C", "C", "N", "C", "F", "F", "C", "C", "Si", "C", "C", "C", "C", "C", "C", "C", "C", "H", "H", "H", "H", "H", "H", "H", "H", "H", "H", "H", "H", "H", "H", "H", "H", "H", "H", "H", "H", "H", "H", "H", "H", "C", "C", "O", "C", "O", "O", "C", "H", "H", "H", "H", "H", "H", "H", "H", "C", "C", "O", "C", "O", "O", "C", "H", "H", "H", "H", "H", "H", "H", "H"], "coordinates": [[-3.487, -0.865, 5.001], [-3.195, 0.710, 4.650], [-4.402, 1.429, 3.752], [-3.966, 3.042, 3.679], [-4.243, 0.898, 2.345], [-5.502, 0.238, 1.829], [-6.590, 1.264, 1.620], [-6.084, -0.792, 2.720], [-5.177, -0.397, 0.326], [-3.584, -0.670, 0.051], [-2.718, 0.768, -0.968], [-2.747, 0.420, -2.861], [-3.717, 2.441, -0.716], [-0.923, 1.155, -0.274], [-0.699, 1.357, 1.351], [0.721, 1.717, 2.087], [2.045, 1.905, 1.138], [1.869, 1.678, -0.486], [0.415, 1.311, -1.225], [-2.420, -1.399, 5.047], [-3.930, -0.928, 6.092], [-4.100, -1.451, 4.195], [-3.092, 1.369, 5.633], [-2.142, 0.789, 4.111], [-5.467, 1.298, 4.219], [-4.659, 3.672, 2.975], [-3.798, 3.502, 4.744], [-2.895, 3.031, 3.152], [-5.680, 0.239, -0.547], [-5.758, -1.440, 0.306], [-2.965, -0.982, 1.004], [-3.531, -1.613, -0.679], [-3.859, 0.087, -3.124], [-2.537, 1.417, -3.477], [-2.061, -0.477, -3.199], [-3.502, 3.090, -1.667], [-3.207, 2.945, 0.237], [-4.857, 2.261, -0.509], [-1.643, 1.227, 2.032], [0.705, 1.858, 3.272], [3.053, 2.193, 1.669], [2.857, 1.825, -1.137], [0.306, 1.168, -2.398], [7.045, -0.980, -5.502], [5.529, -1.033, -5.444], [5.025, -0.202, -4.392], [5.021, 1.130, -4.648], [5.395, 1.665, -5.679], [4.555, 1.770, -3.546], [4.593, 3.191, -3.647], [7.478, -1.224, -4.527], [7.428, -1.682, -6.248], [7.399, 0.022, -5.764], [5.212, -2.057, -5.217], [5.075, -0.761, -6.404], [4.079, 3.540, -4.548], [5.631, 3.536, -3.635], [4.079, 3.607, -2.776], [0.559, -1.923, 1.636], [0.951, -2.408, 0.251], [2.343, -2.740, 0.197], [2.686, -3.922, 0.766], [1.924, -4.711, 1.300], [4.032, -4.064, 0.664], [4.539, -5.226, 1.314], [1.203, -1.096, 1.952], [-0.482, -1.588, 1.649], [0.672, -2.715, 2.383], [0.789, -1.602, -0.473], [0.337, -3.258, -0.071], [4.024, -6.130, 0.974], [4.448, -5.113, 2.399], [5.599, -5.320, 1.064]], "homo_ev": -3.36, "homo_lumo_gap_ev": 5.49, "lumo_ev": 2.131, "fmax_ev_per_a": 5.55, "total_charge": -1, "multiplicity": 1}

***

Record 3
{"formula": "C5H38NO14", "method": "the ωB97M-V functional and the def2-TZVPD basis", "elements": ["O", "C", "C", "C", "C", "C", "N", "H", "H", "H", "H", "H", "H", "H", "H", "H", "H", "H", "H", "H", "H", "O", "H", "H", "O", "H", "H", "O", "H", "H", "O", "H", "H", "O", "H", "H", "O", "H", "H", "O", "H", "H", "O", "H", "H", "O", "H", "H", "O", "H", "H", "O", "H", "H", "O", "H", "H", "O"], "coordinates": [[-0.863, 1.623, 0.159], [-0.814, 0.655, 0.860], [0.186, -0.438, 0.511], [-0.559, -1.652, -0.132], [0.413, -2.441, -1.007], [-1.191, -2.583, 0.896], [0.952, -0.809, 1.745], [-1.512, 0.521, 1.714], [0.913, -0.041, -0.248], [-1.382, -1.216, -0.759], [-0.087, -3.283, -1.450], [1.245, -2.820, -0.452], [0.888, -1.854, -1.845], [-1.860, -2.004, 1.538], [-0.445, -3.140, 1.492], [-1.814, -3.258, 0.308], [1.400, 0.082, 2.129], [0.330, -1.239, 2.504], [1.711, -1.537, 1.528], [-1.535, -1.306, 4.583], [-2.104, -0.838, 3.220], [-1.318, -0.958, 3.732], [3.031, 0.639, -0.130], [3.438, 1.638, 1.009], [3.062, 0.723, 0.832], [-2.398, 4.356, -0.793], [-2.107, 2.913, -0.375], [-2.453, 3.467, -1.036], [-0.461, 0.602, 3.653], [0.344, 1.889, 3.854], [0.187, 1.205, 3.239], [3.621, -1.068, 1.256], [3.323, -2.173, 0.369], [3.268, -1.912, 1.265], [-3.309, -0.486, -1.183], [-4.556, -1.236, -0.787], [-3.870, -0.718, -0.433], [-1.869, 2.710, -2.433], [-1.713, 2.724, -4.019], [-1.460, 2.257, -3.202], [-2.138, -0.734, -3.292], [-2.193, 0.665, -2.868], [-2.461, -0.174, -2.647], [2.083, 0.965, -2.017], [3.738, 1.027, -2.060], [2.985, 0.443, -1.814], [-4.295, -0.163, 2.551], [-3.584, -0.558, 1.207], [-3.425, -0.363, 2.180], [0.246, 1.934, -1.108], [0.220, 2.220, -2.594], [0.850, 2.070, -1.860], [3.270, 3.847, -0.704], [2.289, 2.846, -1.280], [3.215, 2.927, -0.922], [3.187, -1.249, -1.650], [4.076, -2.507, -1.836], [3.302, -2.187, -1.397]], "homo_ev": [-2.90, -7.33], "homo_lumo_gap_ev": [3.35, 7.76], "lumo_ev": [0.453, 0.438], "fmax_ev_per_a": 9.28, "total_charge": 0, "multiplicity": 2, "de_lowest_kcal_mol": 0.0, "s_squared": 0.75}

***

Record 4
{"formula": "C4H11INO", "method": "the ωB97M-V functional and the def2-TZVPD basis", "elements": ["C", "C", "C", "C", "N", "O", "I", "H", "H", "H", "H", "H", "H", "H", "H", "H", "H", "H"], "coordinates": [[-1.763, -1.558, -0.245], [-1.526, -0.091, -0.530], [2.164, -0.238, -0.706], [0.716, 0.130, -0.031], [0.997, 1.647, 0.718], [-0.237, 0.233, -0.911], [2.179, -2.366, -1.101], [-1.441, -2.100, -1.167], [-1.131, -2.070, 0.533], [-2.745, -1.595, 0.223], [-1.914, 0.510, 0.265], [-2.109, 0.127, -1.439], [2.266, 0.112, -1.708], [3.025, -0.045, -0.118], [0.450, -0.612, 0.832], [0.015, 1.953, 0.751], [1.657, 2.367, 0.292], [1.516, 1.459, 1.540]], "homo_ev": -13.06, "homo_lumo_gap_ev": 9.32, "lumo_ev": -3.733, "fmax_ev_per_a": 4.19, "smiles": "CCO[C@H]([NH3+])CI", "total_charge": 1, "multiplicity": 1, "de_lowest_kcal_mol": 38.7}

***

Record 5
{"formula": "C2H3Br3ClP", "method": "the ωB97M-V functional and the def2-TZVPD basis", "elements": ["C", "C", "P", "Cl", "Br", "Br", "Br", "H", "H", "H"], "coordinates": [[0.138, 0.021, 0.038], [1.292, 0.840, -0.507], [2.950, 0.054, -0.781], [1.382, 0.527, -2.907], [1.453, 2.700, -0.399], [3.513, 0.259, 1.331], [2.515, -2.079, -0.973], [0.126, -1.098, -0.098], [-0.717, 0.515, -0.343], [0.330, -0.065, 1.073]], "homo_ev": -9.35, "homo_lumo_gap_ev": 7.73, "lumo_ev": -1.619, "fmax_ev_per_a": 3.05, "total_charge": 0, "multiplicity": 1, "de_lowest_kcal_mol": 42.7}

***

Record 6
{"formula": "C6H15N5", "method": "the ωB97M-V functional and the def2-TZVPD basis", "elements": ["C", "C", "C", "C", "C", "C", "N", "N", "N", "N", "N", "H", "H", "H", "H", "H", "H", "H", "H", "H", "H", "H", "H", "H", "H", "H"], "coordinates": [[-1.860, -4.635, 0.117], [1.152, -3.768, -0.371], [-0.810, 2.944, 1.027], [0.837, 3.200, -0.828], [-1.027, 1.655, -0.975], [0.159, -1.952, 0.867], [1.333, 0.067, 1.259], [0.930, -1.059, 0.970], [-1.051, -3.836, 0.296], [0.028, -3.212, 0.380], [-0.019, 2.227, -0.009], [-2.707, -5.215, -0.095], [1.136, -4.894, -0.569], [0.965, -3.395, -1.395], [2.106, -3.584, 0.086], [-1.091, 2.110, 1.741], [-0.302, 3.633, 1.536], [-1.742, 3.408, 0.592], [1.668, 3.623, -0.189], [1.428, 2.768, -1.711], [0.239, 3.985, -1.321], [-1.887, 1.065, -0.560], [-1.392, 2.301, -1.827], [-0.461, 0.962, -1.578], [0.482, 1.375, 0.350], [1.884, 0.227, 2.206]], "homo_ev": [-16.67, -16.67], "homo_lumo_gap_ev": [9.01, 9.01], "lumo_ev": [-7.662, -7.662], "fmax_ev_per_a": 4.85, "total_charge": 2, "multiplicity": 1, "de_lowest_kcal_mol": 143.5}